Record 1
The molecule C4H8O, computed with ωB97M-V with the def2-TZVPD basis set.

Atoms and positions in Å:
C  -0.19556  -0.50798  1.41070
C  0.26950  0.04688  0.07319
O  1.66958  0.16684  0.00320
C  -0.39188  1.14334  -0.69494
C  -0.38944  -0.26453  -1.24308
H  -1.12890  -1.07771  1.35562
H  -0.31044  0.28461  2.15633
H  0.57321  -1.19205  1.79929
H  2.00084  -0.73941  -0.01923
H  -1.33363  1.56686  -0.35817
H  0.29519  1.85250  -1.14988
H  -1.33673  -0.79689  -1.26026
H  0.27825  -0.48247  -2.07276

Force components x, y, z for each atom (eV/Å):
C 0.0 0.0 0.0
C -0.2 0.0 0.0
O 0.2 -0.3 0.0
C 0.0 0.2 0.1
C 0.0 -0.2 -0.1
H 0.1 0.2 -0.1
H 0.0 0.0 -0.1
H -0.2 0.1 -0.2
H 0.2 0.1 0.0
H 0.1 -0.1 0.0
H -0.2 -0.1 0.1
H 0.2 0.0 0.1
H -0.1 0.1 0.1

Results
- energy above the lowest of the compared OMol25 structures with the same formula, charge and spin (kcal per mole) = 23.61
- Kohn-Sham gap (eV) = 10.8
- HOMO level (eV) = -9.74
- E_tot (eV) = -6324.144
- total charge = 0

Results of the Mulliken charge analysis, in e, for atoms 1 through 8: -1.25 0.97 -0.55 -0.69 -0.77 0.33 0.25 0.36

=====

Record 2
The molecule C4H8O, computed with ωB97M-V with the def2-TZVPD basis set.

Atoms and positions in Å:
C  -0.15820  -1.43432  -0.31722
C  -0.33753  0.22008  -0.27358
C  0.72357  1.32550  -0.57615
C  -0.49539  0.10031  1.19335
O  0.42803  0.21190  1.96557
H  0.81593  -1.74321  -0.69198
H  -0.20730  -1.91591  0.68596
H  -0.96722  -1.93726  -0.85730
H  -1.27437  0.51417  -0.77261
H  0.48746  2.20690  0.04886
H  0.75457  1.70359  -1.60712
H  1.72653  1.03593  -0.26962
H  -1.49609  -0.28767  1.47183

Force components x, y, z for each atom (eV/Å):
C 0.1 0.4 -0.5
C 0.0 -0.5 0.2
C 0.1 -0.4 0.0
C 0.0 0.3 0.6
O -0.6 0.3 0.2
H 0.0 0.2 -0.3
H 0.1 0.7 -0.5
H 0.3 0.4 -0.3
H 0.2 -0.5 0.3
H -0.1 -0.5 -0.2
H -0.1 -0.5 0.1
H 0.0 -0.1 -0.1
H 0.0 0.2 0.5

Results
- energy above the lowest of the compared OMol25 structures with the same formula, charge and spin (kcal per mole) = 29.58
- Kohn-Sham gap (eV) = 10.5
- HOMO level (eV) = -9.51
- E_tot (eV) = -6323.885
- total charge = 0

Results of the Mulliken charge analysis, in e, for atoms 1 through 8: -1.12 0.42 -1.21 -0.25 -0.53 0.34 0.35 0.31

=====

Record 3
C4H8O as an isolated structure, computed with ωB97M-V with the def2-TZVPD basis set.

Atoms and positions in Å:
C  -1.36916  -1.01024  0.53727
C  -0.27551  -0.00727  0.31785
O  -0.51862  0.96767  -0.87895
C  1.08084  -0.39788  -0.15420
C  1.21898  1.07554  -0.24492
H  -1.25175  -1.43993  1.54130
H  -1.40391  -1.84759  -0.18451
H  -2.34736  -0.51496  0.53355
H  -0.93501  1.74296  -0.48478
H  1.70927  -0.87277  0.60285
H  1.17463  -0.90159  -1.13096
H  1.36350  1.60648  0.68765
H  1.55409  1.59958  -1.14215

Force components x, y, z for each atom (eV/Å):
C -0.1 0.0 0.0
C -0.2 -0.3 0.0
O -0.3 0.1 0.2
C 0.1 0.1 0.1
C 0.5 0.1 -0.1
H 0.0 0.0 -0.2
H 0.1 0.2 0.0
H 0.2 -0.1 0.0
H 0.0 -0.1 0.0
H -0.1 0.1 0.0
H -0.1 0.0 0.2
H 0.0 -0.1 -0.1
H -0.1 -0.1 0.1

Results
- energy above the lowest of the compared OMol25 structures with the same formula, charge and spin (kcal per mole) = 126.78
- Kohn-Sham gap (alpha / beta) (eV) = 7.4 / 7.4
- HOMO level (alpha / beta) (eV) = -6.67 / -6.67
- E_tot (eV) = -6319.670
- total charge = 0

Results of the Mulliken charge analysis, in e, for atoms 1 through 8: -1.07 -0.19 -0.42 -0.49 -0.13 0.32 0.28 0.27

=====

Record 4
The molecule C4H8O, computed with ωB97M-V with the def2-TZVPD basis set.

Atoms and positions in Å:
C  -1.40232  0.47922  0.27467
C  -0.44797  -0.65370  0.54722
O  0.76659  -0.76730  -0.29085
C  0.76029  -0.46061  1.38423
C  1.20865  0.35984  -1.05811
H  -2.11708  0.49802  1.10570
H  -1.97275  0.33282  -0.65046
H  -0.89582  1.44765  0.25972
H  -0.94613  -1.62654  0.46877
H  1.06080  -1.46657  1.72567
H  0.37833  0.78655  -1.62479
H  1.65027  1.10368  -0.39329
H  1.95714  -0.03303  -1.74850

Force components x, y, z for each atom (eV/Å):
C 0.1 0.0 0.0
C -0.2 0.1 0.0
O 0.1 0.0 0.0
C -0.2 -0.3 0.0
C 0.0 0.2 -0.1
H 0.1 0.0 -0.1
H 0.1 0.0 0.1
H 0.0 -0.1 0.0
H 0.1 0.1 0.1
H 0.0 0.2 0.0
H 0.1 -0.1 0.0
H -0.1 -0.1 -0.1
H -0.1 0.0 0.1

Results
- energy above the lowest of the compared OMol25 structures with the same formula, charge and spin (kcal per mole) = 104.01
- Kohn-Sham gap (eV) = 9.1
- HOMO level (eV) = -8.09
- E_tot (eV) = -6320.658
- total charge = 0

Results of the Mulliken charge analysis, in e, for atoms 1 through 8: -1.40 0.38 -0.16 -0.54 -0.64 0.36 0.34 0.38

=====

Record 5
The molecule C4H8O, computed with ωB97M-V with the def2-TZVPD basis set.

Atoms and positions in Å:
C  0.69789  0.64397  1.23154
C  -0.08983  1.04377  -0.00731
C  -0.23134  -0.01203  -1.08509
C  -0.56190  -1.43195  -0.65252
O  -0.02124  0.20666  -2.26212
H  0.26470  -0.24429  1.70965
H  0.71592  1.46559  1.96737
H  1.73799  0.43751  0.91388
H  0.39246  1.90260  -0.49424
H  -1.09329  1.35154  0.28329
H  -0.59304  -2.08690  -1.53561
H  0.28470  -1.78118  0.00203
H  -1.50302  -1.49528  -0.07086

Force components x, y, z for each atom (eV/Å):
C 0.4 -0.1 -0.1
C 0.1 0.6 -0.5
C 0.3 -0.8 -0.5
C 0.5 -0.3 0.5
O -0.1 0.4 0.7
H 0.2 0.2 0.0
H 0.0 -0.4 -0.3
H -0.4 -0.1 0.4
H -0.2 -0.1 0.1
H -0.2 0.0 0.0
H -0.1 0.3 0.3
H -0.9 0.2 -0.5
H 0.5 0.0 -0.2

Results
- energy above the lowest of the compared OMol25 structures with the same formula, charge and spin (kcal per mole) = 1.95
- Kohn-Sham gap (eV) = 10.5
- HOMO level (eV) = -9.57
- E_tot (eV) = -6325.083
- total charge = 0

Results of the Mulliken charge analysis, in e, for atoms 1 through 8: -1.13 -0.34 0.65 -1.05 -0.56 0.32 0.34 0.29

=====

Record 6
The molecule C4H8O, computed with ωB97M-V with the def2-TZVPD basis set.

Atoms and positions in Å:
C  -0.38159  -0.93470  0.75740
C  1.03074  -0.71858  0.15763
C  0.78207  0.35615  -0.93789
O  -0.55359  0.89085  -0.70258
C  -0.96502  0.47355  0.61289
H  -0.31564  -1.26125  1.82527
H  -0.97609  -1.68965  0.21199
H  1.42524  -1.66763  -0.21813
H  1.70935  -0.36920  0.97590
H  1.59573  1.14772  -0.87186
H  0.75654  -0.06113  -1.97126
H  -2.06418  0.58956  0.69347
H  -0.49947  1.12624  1.43511

Force components x, y, z for each atom (eV/Å):
C 0.0 -0.1 0.8
C -0.4 -0.2 0.4
C 0.3 0.2 0.0
O 0.8 -0.2 0.7
C 0.4 0.6 0.6
H -0.1 0.3 -0.8
H 0.3 0.4 0.1
H 0.1 0.3 -0.1
H -0.5 -0.1 -0.8
H -1.2 -0.6 -0.2
H 0.2 0.3 0.8
H 0.6 -0.3 -0.2
H -0.5 -0.6 -1.1

Results
- energy above the lowest of the compared OMol25 structures with the same formula, charge and spin (kcal per mole) = 14.60
- Kohn-Sham gap (eV) = 10.8
- HOMO level (eV) = -9.65
- E_tot (eV) = -6324.535
- total charge = 0

Results of the Mulliken charge analysis, in e, for atoms 1 through 8: -0.51 -0.50 -0.37 -0.39 -0.39 0.29 0.28 0.30

=====

Record 7
A 2-piece molecular cluster, C4H8O overall, computed with ωB97M-V with the def2-TZVPD basis set.

Atoms and positions in Å:
C  -0.68570  -0.83361  -0.52284
C  0.37759  -0.08183  -0.82368
C  1.66563  -0.25508  -0.09480
H  -1.60806  -0.79100  -1.08588
H  -0.60869  -1.59406  0.25082
H  0.28739  0.75895  -1.51368
H  2.48836  0.33650  -0.50535
H  1.49896  0.04850  0.94844
H  1.93755  -1.31506  -0.10958
C  -1.31344  0.89541  0.83905
O  -0.26165  1.32391  1.26725
H  -1.98351  0.25116  1.43961
H  -1.79443  1.25622  -0.08937

Force components x, y, z for each atom (eV/Å):
C 0.6 -0.7 -0.9
C -0.1 -0.6 -0.4
C 0.0 0.0 0.0
H -0.1 0.1 0.1
H 0.0 -0.1 -0.2
H 0.0 -0.3 0.0
H -0.2 -0.1 0.0
H 0.1 0.0 -0.1
H 0.1 0.2 0.1
C -0.1 1.1 0.7
O -0.8 0.4 0.6
H 0.2 -0.1 0.0
H 0.2 0.2 0.2

Results
- energy above the lowest of the compared OMol25 structures with the same formula, charge and spin (kcal per mole) = 54.21
- Kohn-Sham gap (eV) = 10.1
- HOMO level (eV) = -9.40
- E_tot (eV) = -6322.817
- total charge = 0

Results of the Mulliken charge analysis, in e, for atoms 1 through 8: -0.93 0.14 -1.05 0.41 0.29 0.30 0.31 0.28

=====

Record 8
A 2-piece molecular cluster, C4H8O overall, computed with ωB97M-V with the def2-TZVPD basis set.

Atoms and positions in Å:
C  -1.90535  -0.31831  -0.25501
C  -1.01637  0.64850  -0.14882
C  -0.28069  1.67584  0.52659
O  -0.10963  1.32363  -0.88555
H  -2.47844  -0.60071  0.61859
H  -2.07055  -0.84096  -1.18975
H  -0.74725  2.64391  0.69508
H  0.57029  1.42491  1.15752
C  1.61135  -1.19573  -0.10078
H  0.56774  -1.27240  0.20939
H  2.03517  -0.25626  0.26207
H  1.64721  -1.19324  -1.19224
H  2.17653  -2.03919  0.30290

Force components x, y, z for each atom (eV/Å):
C 0.1 0.1 0.0
C -0.3 -0.1 0.1
C 0.0 0.1 0.3
O -0.1 -0.1 -0.2
H 0.0 0.0 -0.1
H 0.1 0.1 0.1
H 0.1 -0.1 0.0
H -0.2 0.0 -0.1
C 0.0 0.0 0.0
H 0.2 0.0 0.0
H 0.0 -0.2 0.0
H 0.1 -0.1 0.1
H 0.0 0.1 -0.1

Results
- energy above the lowest of the compared OMol25 structures with the same formula, charge and spin (kcal per mole) = 55.47
- Kohn-Sham gap (eV) = 10.4
- HOMO level (eV) = -9.34
- E_tot (eV) = -6322.763
- total charge = 0

Results of the Mulliken charge analysis, in e, for atoms 1 through 8: -0.80 0.32 -0.08 -0.38 0.24 0.27 0.24 0.19